Density functional theory data (wB97M-V/def2-TZVPD) for a structure of composition C46H38As2N4OPd at a distorted geometry.

Geometry (Å):
Pd (-0.2384, -0.1640, 0.2335)
C (-1.9073, -1.8097, -13.2835)
O (-1.0690, -0.8538, -12.6458)
C (-1.0240, -0.8234, -11.3090)
C (-0.1784, 0.1496, -10.7503)
C (-0.0615, 0.2616, -9.3868)
C (-0.7788, -0.5906, -8.5359)
C (-1.6183, -1.5489, -9.0996)
C (-1.7466, -1.6725, -10.4712)
C (-0.6822, -0.5140, -7.0887)
N (-1.4478, -1.1729, -6.2398)
C (-1.0150, -0.8222, -5.0002)
C (0.0358, 0.0758, -5.0796)
N (0.2361, 0.2621, -6.4208)
C (0.6805, 0.6165, -3.9343)
C (1.7363, 1.5437, -3.9492)
C (2.2582, 1.9949, -2.7611)
C (1.7352, 1.5074, -1.5632)
N (0.7510, 0.6290, -1.5260)
C (0.2039, 0.1807, -2.6789)
C (-0.9083, -0.7519, -2.5847)
N (-1.3330, -1.1056, -1.3481)
C (-2.3322, -1.9616, -1.2321)
C (-2.9800, -2.5257, -2.3328)
C (-2.5774, -2.1705, -3.5969)
C (-1.5176, -1.2622, -3.7389)
H (-1.7844, -1.6481, -14.3493)
H (-2.9535, -1.6565, -13.0117)
H (-1.6018, -2.8275, -13.0338)
H (0.3663, 0.8034, -11.4167)
H (0.5881, 1.0380, -8.9986)
H (-2.1760, -2.2089, -8.4506)
H (-2.4037, -2.4282, -10.8748)
H (0.9486, 0.8179, -6.8607)
H (2.1360, 1.9063, -4.8872)
H (3.0682, 2.7093, -2.7389)
H (2.1434, 1.8304, -0.6136)
H (-2.6417, -2.2180, -0.2261)
H (-3.7856, -3.2282, -2.1743)
H (-3.0494, -2.5729, -4.4831)
C (1.2450, 1.9070, 2.8424)
C (-0.0984, 2.5394, 2.5112)
As (-1.6291, 1.2712, 2.3999)
C (-2.5909, 1.5921, 0.7509)
C (-3.6563, 0.7405, 0.4592)
C (-4.3143, 0.8458, -0.7544)
C (-3.9018, 1.7907, -1.6877)
C (-2.8482, 2.6441, -1.3948)
C (-2.1939, 2.5569, -0.1736)
C (-2.7349, 1.5708, 3.9348)
C (-4.0992, 1.7876, 3.7807)
C (-4.8713, 2.0359, 4.9046)
C (-4.2785, 2.0361, 6.1617)
C (-2.9177, 1.7931, 6.3037)
C (-2.1354, 1.5479, 5.1875)
As (1.3202, 0.1323, 1.9892)
C (3.1372, -0.5027, 1.9707)
C (3.3586, -1.8361, 1.6434)
C (4.6450, -2.3461, 1.6727)
C (5.7115, -1.5261, 2.0190)
C (5.4918, -0.1928, 2.3342)
C (4.2040, 0.3231, 2.3052)
C (0.5925, -0.9612, 3.4334)
C (0.9647, -0.7413, 4.7608)
C (0.4282, -1.5211, 5.7751)
C (-0.4643, -2.5395, 5.4717)
C (-0.8117, -2.7887, 4.1511)
C (-0.2872, -1.9960, 3.1400)
H (1.3823, 1.7515, 3.9109)
H (2.0419, 2.5608, 2.4902)
H (-0.0515, 2.9594, 1.5050)
H (-0.4006, 3.3291, 3.2007)
H (-3.9707, -0.0156, 1.1719)
H (-5.1457, 0.1887, -0.9724)
H (-4.4116, 1.8719, -2.6385)
H (-2.5394, 3.3938, -2.1112)
H (-1.3877, 3.2453, 0.0431)
H (-4.5519, 1.7968, 2.7968)
H (-5.9297, 2.2298, 4.7997)
H (-4.8830, 2.2243, 7.0386)
H (-2.4680, 1.7913, 7.2872)
H (-1.0760, 1.3396, 5.3006)
H (2.5301, -2.4845, 1.3785)
H (4.8182, -3.3848, 1.4263)
H (6.7148, -1.9293, 2.0426)
H (6.3205, 0.4472, 2.6048)
H (4.0505, 1.3661, 2.5564)
H (1.7004, 0.0122, 5.0189)
H (0.7231, -1.3448, 6.8010)
H (-0.8779, -3.1464, 6.2659)
H (-1.4903, -3.5970, 3.9136)
H (-0.5644, -2.1972, 2.1079)

Values from the calculation:
HOMO-LUMO gap (spin up / spin down): 5.3 / 4.0 eV
total charge: +2

=====

Density functional theory data (wB97M-V/def2-TZVPD) for the molecule C20H20N2O3.

Geometry (Å):
C (2.2236, 2.1232, 1.0628)
C (2.1820, 0.6323, 0.7754)
O (1.2118, 0.3975, -0.2308)
C (0.9795, -0.8821, -0.6198)
C (1.5874, -1.9879, -0.0433)
C (1.2527, -3.2836, -0.4399)
C (1.8816, -4.3805, 0.1880)
N (2.3902, -5.2703, 0.7030)
C (0.3004, -3.4916, -1.4325)
C (-0.2852, -2.3957, -2.0294)
C (0.0401, -1.0964, -1.6517)
O (-0.6611, -0.1223, -2.2993)
C (-0.0814, 1.1368, -2.5721)
C (-0.1484, 2.2767, -1.5512)
O (0.7267, 3.1251, -1.6093)
N (-1.2083, 2.4066, -0.7318)
C (-1.1819, 3.4838, 0.2429)
C (-1.5872, 3.0087, 1.6517)
C (-1.3977, 1.5313, 1.8353)
C (-0.8734, 0.9686, 2.9872)
C (-0.7837, -0.4088, 3.1080)
C (-1.2320, -1.2284, 2.0866)
C (-1.7471, -0.6725, 0.9269)
C (-1.8193, 0.7029, 0.7959)
C (-2.2303, 1.4108, -0.4659)
H (1.3176, 2.4257, 1.5786)
H (3.0819, 2.3499, 1.6889)
H (2.2972, 2.6766, 0.1305)
H (3.1633, 0.2858, 0.4233)
H (1.9125, 0.0800, 1.6862)
H (2.3184, -1.8683, 0.7399)
H (0.0366, -4.4931, -1.7340)
H (-1.0205, -2.5183, -2.8093)
H (0.9775, 1.0308, -2.8299)
H (-0.6111, 1.4946, -3.4650)
H (-0.1661, 3.8839, 0.2412)
H (-1.8588, 4.2797, -0.0896)
H (-2.6490, 3.2245, 1.8103)
H (-1.0281, 3.5676, 2.4031)
H (-0.5346, 1.6061, 3.7918)
H (-0.3665, -0.8431, 4.0046)
H (-1.1681, -2.3019, 2.1856)
H (-2.0885, -1.3093, 0.1243)
H (-2.3355, 0.7241, -1.3020)
H (-3.1807, 1.9417, -0.3246)

Values from the calculation:
HOMO-LUMO gap: 9.2 eV
SMILES: CCOc1cc(C#N)ccc1OCC(=O)N1CCc2ccccc2C1

=====

Density functional theory data (wB97M-V/def2-TZVPD) for the molecule C5H12N2 at a distorted geometry.

Geometry (Å):
C (1.9495, -1.3355, 0.4431)
N (1.0655, -0.2140, 0.2725)
C (-0.0630, -0.2921, -0.3078)
C (-0.5740, -1.4658, -1.1080)
C (-0.9027, 0.9387, -0.2555)
C (0.2187, 2.1604, 0.2828)
N (-1.9217, 0.9248, 0.7788)
H (2.9622, -0.9373, 0.5332)
H (1.9439, -2.0542, -0.3844)
H (1.7156, -1.8638, 1.3726)
H (0.1710, -1.7957, -1.8334)
H (-1.4812, -1.1976, -1.6461)
H (-0.7897, -2.3093, -0.4495)
H (-1.3822, 1.1404, -1.2178)
H (0.8791, 2.3897, -0.5454)
H (0.7427, 1.9574, 1.2103)
H (-0.4770, 2.9645, 0.5081)
H (-2.5652, 0.1491, 0.6534)
H (-1.4914, 0.8404, 1.6930)

Values from the calculation:
HOMO-LUMO gap: 9.7 eV
SMILES: C/N=C(\C)[C@H](C)N

=====

Density functional theory data (wB97M-V/def2-TZVPD) for a structure of composition C40H52BCrN11S3 at a distorted geometry.

Geometry (Å):
Cr (2.6121, -1.6340, 0.8902)
C (3.1492, 3.8278, 0.2213)
C (1.7179, 3.4116, 0.2953)
C (0.6846, 4.2871, 0.1387)
C (-0.6663, 3.8571, 0.2443)
N (-0.9379, 2.6187, 0.5478)
N (0.0732, 1.7519, 0.7070)
B (-0.3548, 0.3558, 1.0819)
N (0.1583, -0.1993, 2.3792)
N (-1.1202, 0.2170, 2.3938)
C (-1.8740, 0.2267, 3.4598)
C (-1.2078, -0.1645, 4.6559)
C (0.1033, -0.5626, 4.6811)
C (0.7955, -0.9485, 5.9379)
C (0.8302, -0.6375, 3.4313)
S (2.3688, -1.3196, 3.2881)
C (-3.3223, 0.6179, 3.3836)
C (-3.7334, 0.8679, 1.9308)
C (-3.5275, 1.8916, 4.2234)
C (-4.1549, -0.5365, 3.9704)
N (-0.7094, -0.5281, -0.1037)
N (-1.2041, 0.1797, -1.1341)
C (-1.8182, -0.4365, -2.1038)
C (-2.0731, -1.8314, -2.0128)
C (-1.4858, -2.5765, -1.0317)
C (-1.6658, -4.0546, -0.9189)
C (-0.6635, -1.8809, -0.0976)
S (0.3768, -2.7304, 0.9601)
C (-2.2824, 0.3715, -3.2959)
C (-3.8191, 0.4446, -3.2616)
C (-1.7033, 1.7864, -3.2530)
C (-1.8241, -0.3332, -4.5818)
C (1.3730, 2.0509, 0.5572)
S (2.6119, 0.8857, 0.7399)
C (-1.8074, 4.8334, 0.0430)
C (-1.6771, 5.4418, -1.3634)
C (-1.6948, 5.9487, 1.0967)
C (-3.1660, 4.1445, 0.1867)
H (3.2337, 4.8934, 0.0235)
H (3.6732, 3.2782, -0.5619)
H (3.6530, 3.6010, 1.1629)
H (0.8957, 5.3324, -0.0459)
H (-1.7611, -0.1398, 5.5848)
H (0.1583, -0.8022, 6.8058)
H (1.7103, -0.3653, 6.0632)
H (1.1000, -1.9968, 5.8916)
H (-3.1093, 1.6280, 1.4587)
H (-4.7671, 1.2089, 1.9028)
H (-3.6697, -0.0534, 1.3439)
H (-2.9608, 2.7289, 3.8118)
H (-3.2330, 1.7454, 5.2631)
H (-4.5843, 2.1550, 4.2126)
H (-3.9992, -1.4611, 3.4113)
H (-5.2099, -0.2735, 3.9047)
H (-3.9244, -0.7196, 5.0202)
H (-2.7190, -2.3076, -2.7392)
H (-2.2915, -4.4328, -1.7235)
H (-2.1365, -4.3010, 0.0352)
H (-0.7064, -4.5722, -0.9424)
H (-4.1643, 0.9348, -2.3495)
H (-4.2743, -0.5453, -3.3216)
H (-4.1695, 1.0238, -4.1158)
H (-2.0025, 2.2935, -2.3369)
H (-2.0729, 2.3522, -4.1077)
H (-0.6116, 1.7662, -3.2962)
H (-2.2873, -1.3134, -4.7021)
H (-0.7377, -0.4550, -4.6025)
H (-2.1120, 0.2704, -5.4424)
H (-0.7479, 6.0008, -1.4840)
H (-2.4993, 6.1378, -1.5281)
H (-1.7239, 4.6738, -2.1370)
H (-0.8027, 6.5606, 0.9569)
H (-1.6809, 5.5339, 2.1064)
H (-2.5615, 6.6038, 1.0127)
H (-3.2325, 3.2534, -0.4385)
H (-3.9539, 4.8355, -0.1101)
H (-3.3426, 3.8547, 1.2235)
N (5.4170, -1.9123, 1.9368)
N (4.7516, -1.1457, 0.9228)
H (5.2347, -1.4845, 2.8364)
H (6.4215, -1.9009, 1.7966)
H (5.1477, -1.4146, 0.0270)
H (4.9400, -0.1477, 1.0195)
N (2.5562, -1.5915, -1.0505)
C (2.5117, -1.4735, -2.1963)
C (2.4572, -1.3293, -3.5933)
C (2.4914, -2.4753, -4.4063)
C (2.4567, -2.3295, -5.7774)
C (2.3908, -1.0601, -6.3436)
C (2.3533, 0.0749, -5.5381)
C (2.3866, -0.0487, -4.1651)
H (2.5488, -3.4591, -3.9572)
H (2.4887, -3.2075, -6.4078)
H (2.3755, -0.9546, -7.4201)
H (2.3060, 1.0575, -5.9873)
H (2.3691, 0.8247, -3.5255)
N (3.3831, -6.8532, -2.4893)
C (3.4362, -6.4001, -1.4354)
C (3.4590, -5.7461, -0.1617)
C (3.7206, -6.4047, 1.0375)
C (3.6987, -5.6559, 2.2022)
C (3.4216, -4.3030, 2.1397)
N (3.1606, -3.6673, 0.9863)
C (3.1844, -4.3876, -0.1375)
H (3.9287, -7.4662, 1.0512)
H (3.8940, -6.1167, 3.1599)
H (3.4039, -3.7133, 3.0427)
H (2.9680, -3.8797, -1.0636)

Values from the calculation:
HOMO-LUMO gap (spin up / spin down): 7.5 / 7.8 eV
2S+1: 4
total charge: +3